(1)
C21H11CoI3N3O5 as an isolated structure, computed with the ωB97M-V functional and the def2-TZVPD basis.

The geometry in XYZ format:
```
44
Properties=species:S:1:pos:R:3:forces:R:3
Co 0.072742 -0.105844 -0.096361 0.8 0.3 -1.0
O -3.402318 -2.370908 0.744707 0.0 -0.1 -0.2
C -2.410330 -1.779291 0.319883 0.1 0.4 0.2
O -1.805420 -0.785534 0.823313 -0.3 0.0 0.4
C -1.733372 -2.287102 -0.954207 0.1 -0.1 0.2
C -2.275967 -3.193564 -1.847770 0.0 -0.1 0.0
C -1.501468 -3.602357 -2.925250 0.0 0.0 0.0
C -0.206475 -3.121772 -3.067506 0.0 0.0 0.0
C 0.261781 -2.213948 -2.133722 0.3 0.1 0.1
N -0.501391 -1.816164 -1.121261 -0.3 0.6 0.2
C 1.668413 -1.598985 -2.118546 -0.1 -0.1 -0.1
O 2.509704 -2.044548 -2.897855 -0.1 0.0 0.0
O 1.798074 -0.692254 -1.240134 0.2 0.1 0.1
H -3.280875 -3.556997 -1.684805 0.0 0.0 0.1
H -1.902914 -4.303700 -3.646938 0.0 0.0 0.0
H 0.441990 -3.429337 -3.875504 0.0 0.0 0.0
I -3.542891 2.857137 -2.199010 0.2 0.1 0.1
C -1.749558 3.402934 -1.262151 -0.3 -0.4 -0.2
C -1.443214 4.740467 -1.026250 0.2 0.0 0.1
C -0.239579 5.092892 -0.462757 -0.1 0.5 0.0
I 0.169543 7.148533 -0.192800 0.0 -0.3 0.0
C 0.698572 4.114254 -0.075596 0.0 -0.3 0.0
C 1.983816 4.345513 0.462327 0.0 -0.1 0.1
C 2.788403 3.287546 0.790263 -0.1 0.2 -0.1
C 2.304020 1.979127 0.643026 0.1 -0.3 0.1
N 1.114232 1.733803 0.157377 -0.6 -0.7 0.2
C 0.334226 2.756728 -0.254688 0.0 0.4 0.0
C -0.880845 2.357267 -0.919861 -0.2 0.0 -0.1
O -1.090427 1.126966 -1.173412 0.2 -0.4 0.1
H -2.158407 5.505745 -1.294628 0.0 0.0 0.0
H 2.320829 5.364165 0.603395 0.0 0.0 0.0
H 3.786769 3.445618 1.174067 0.0 0.0 0.0
H 2.896551 1.120942 0.935295 0.0 0.0 0.0
I -0.368365 1.166561 3.250644 -0.1 -0.2 -0.1
C 0.104162 -0.821484 2.774703 0.5 0.2 -0.1
C -0.263312 -1.814933 3.662605 -0.1 -0.1 0.0
C 0.158925 -3.107446 3.403253 0.1 0.1 -0.1
C 0.974714 -3.341298 2.304909 0.0 -0.1 0.2
C 1.295918 -2.281490 1.483542 0.0 0.1 -0.3
N 0.846816 -1.035510 1.685463 -0.4 -0.2 0.2
H -0.888783 -1.584461 4.511030 0.0 0.0 0.0
H -0.139730 -3.915557 4.057821 0.0 0.0 0.0
H 1.346748 -4.331914 2.084505 0.0 0.0 0.0
H 1.908695 -2.409803 0.598880 -0.1 0.0 0.0
```
Positions in Å, forces in eV/Å.

LUMO level (spin up / spin down): 2.064 / 2.067 eV
total charge: -1
2S+1: 2
orbital gap (spin up / spin down): 6.93 / 6.90 eV
ΔE to the lowest compared entry with this formula, charge and spin: 65.3 kJ/mol

---

(2)
C16H23N4PdS as an isolated structure, computed with the ωB97M-V functional and the def2-TZVPD basis.

The geometry in XYZ format:
```
45
Properties=species:S:1:pos:R:3:forces:R:3
Pd -0.125005 0.068631 0.547185 -0.1 0.4 -0.3
C 2.804476 -1.907164 -0.542071 0.0 -0.1 0.0
C 1.412512 -2.387456 -1.007260 0.0 0.0 0.0
N 0.583372 -1.344780 -1.551185 0.0 0.0 0.1
C 1.046648 -0.511149 -2.620956 0.0 -0.1 -0.1
C 0.813687 0.992702 -2.367496 0.1 0.1 -0.3
N 1.143151 1.435651 -1.037705 0.1 -0.2 0.3
C 2.521185 1.708629 -0.684708 0.0 0.1 -0.1
C 3.423307 0.467057 -0.658704 0.0 0.0 0.0
N 2.875701 -0.625650 0.132133 0.3 0.4 -0.2
H 3.199747 -2.708277 0.097411 0.0 0.0 0.0
H 3.480870 -1.878960 -1.404319 0.0 0.0 0.0
H 1.599543 -3.225339 -1.708059 0.0 0.0 0.0
H 0.867488 -2.795857 -0.154302 0.0 0.0 0.0
H -0.410371 -1.509457 -1.513193 0.0 0.0 0.1
H 2.111056 -0.700383 -2.767591 0.0 0.0 0.0
H 0.569954 -0.743666 -3.586535 0.0 0.0 0.0
H 1.373836 1.543164 -3.146831 0.0 0.0 0.0
H -0.245057 1.211480 -2.517581 0.0 -0.1 0.0
H 0.496311 2.127427 -0.688763 0.0 0.0 0.0
H 2.998553 2.434984 -1.369109 0.0 0.0 0.0
H 2.499500 2.157546 0.310519 0.0 0.0 0.0
H 3.614560 0.153971 -1.693065 0.0 0.0 0.0
H 4.399719 0.798842 -0.275301 0.0 0.0 0.0
H 1.945444 -0.301343 0.454898 -0.1 -0.5 0.2
C 1.058733 -0.647559 3.372562 0.0 0.0 -0.1
C -0.422019 -0.432910 3.480882 0.1 0.0 0.2
C -1.035208 -0.551693 4.753115 0.0 0.0 -0.1
C -2.372017 -0.346676 4.864048 0.0 0.0 -0.1
C -3.128424 -0.032519 3.708915 -0.2 0.0 0.2
C -4.522315 0.179906 3.821782 0.1 0.0 0.0
C -5.236832 0.476595 2.694090 0.0 0.0 0.0
C -4.596075 0.557555 1.454050 -0.1 0.0 0.0
C -3.231515 0.355613 1.269304 0.0 0.0 -0.1
S -2.583795 0.459957 -0.337159 0.0 0.0 0.0
C -2.464625 0.059260 2.462231 0.2 0.0 -0.1
N -1.098110 -0.133739 2.389283 -0.1 0.0 0.2
H 1.499579 -0.825623 4.356319 0.0 0.0 0.0
H 1.529554 0.213058 2.893109 0.0 0.0 0.0
H 1.274088 -1.492852 2.715688 0.0 0.0 0.0
H -0.422438 -0.795857 5.611254 0.0 0.0 0.0
H -2.882644 -0.418444 5.818058 0.0 0.0 0.0
H -4.985536 0.100206 4.798493 0.0 0.0 0.0
H -6.307020 0.646215 2.742873 0.0 0.0 0.0
H -5.181315 0.782338 0.571326 0.0 0.0 0.0
```
Positions in Å, forces in eV/Å.

LUMO level: 3.258 eV
total charge: -1
2S+1: 1
orbital gap: 5.07 eV

---

| no. | maximum force (Eh/bohr) |
| --- | --- |
| 1 | 0.026 |
| 2 | 0.011 |